No. 1
{"formula": "C12H21NPbSi", "method": "ωB97M-V/def2-TZVPD", "homo_lumo_gap_ev": [6.4, 5.5], "homo_energy_ev": [-7.2, -7.2], "symbols": ["C", "C", "C", "C", "C", "Pb", "C", "C", "C", "N", "H", "H", "H", "H", "H", "H", "H", "H", "H", "H", "C", "Si", "C", "C", "C", "H", "H", "H", "H", "H", "H", "H", "H", "H", "H", "H"], "xyz": [[1.16328, -1.47654, -3.23493], [-0.20912, -1.57745, -3.61230], [-0.87428, -2.35498, -2.61354], [0.09378, -2.76449, -1.64307], [1.35316, -2.21547, -2.03004], [-0.21379, 0.47797, -0.78443], [-1.92339, 2.32440, -2.57772], [-0.60802, 2.30334, -2.83017], [0.46681, 2.63129, -3.54088], [1.83500, 0.57270, -1.54107], [-1.93037, -2.61459, -2.61268], [-0.66177, -1.12160, -4.49366], [-0.08967, -3.38881, -0.76666], [2.29597, -2.33963, -1.49780], [1.92769, -0.94914, -3.79698], [-2.62610, 1.70297, -3.14826], [2.51385, 1.25814, -1.14479], [-2.36811, 3.00565, -1.83388], [0.40729, 3.35163, -4.36635], [1.45992, 2.20911, -3.34770], [-1.77368, 0.63114, 3.64000], [-0.06752, 0.12236, 2.99483], [1.19622, 0.38670, 4.37869], [-0.24618, -1.74662, 2.75551], [0.37466, 1.09932, 1.47012], [-1.87312, 0.37048, 4.70396], [-2.57208, 0.10866, 3.09256], [-1.94089, 1.71361, 3.54328], [0.88704, -0.07875, 5.31785], [2.16396, -0.04860, 4.10050], [1.34548, 1.45639, 4.57086], [-1.18419, -1.99523, 2.23425], [0.59646, -2.16082, 2.18573], [-0.26809, -2.25013, 3.73901], [-0.10148, 2.09839, 1.41563], [1.45131, 1.25861, 1.27412]], "atomic_forces_ev_per_a": [[-2.1821, 0.1861, -1.9598], [1.4325, 0.2918, 0.3854], [0.5024, 0.2415, -0.6446], [2.0192, 0.6433, 0.1780], [-1.7215, -1.6414, 1.7556], [-0.3397, -1.3063, 1.3662], [0.8718, 0.4508, -0.1946], [-1.1709, 1.9753, -2.0907], [-0.0434, -0.7842, 0.9766], [1.0008, 0.5582, 0.1394], [0.2640, 0.0636, 0.0367], [0.1561, -0.1934, 0.3737], [0.0644, 0.2678, -0.3687], [-0.3598, 0.0557, -0.2099], [-0.1757, -0.1677, 0.2458], [0.4515, -0.0668, 0.4530], [-0.6387, -0.2415, -0.1342], [0.3952, -0.4480, -0.2576], [-0.2571, -0.2336, 0.4740], [-0.4333, 0.0216, 0.0214], [-0.0181, 0.2258, -0.0324], [-0.2953, 0.0703, 0.1894], [0.0694, 0.0856, -0.1863], [0.1761, -0.0862, -0.0450], [0.2235, 0.2860, -0.9878], [0.0085, 0.0321, -0.2491], [0.1739, 0.1687, 0.1049], [-0.0090, -0.2365, 0.0604], [-0.0661, -0.0391, -0.0546], [-0.0813, 0.1187, 0.0325], [0.0174, -0.1621, -0.0589], [0.3025, 0.0685, 0.0673], [-0.1728, -0.0417, 0.0828], [0.0042, 0.1939, -0.3552], [0.1451, -0.2600, 0.4285], [-0.3136, -0.0969, 0.4579]], "mulliken_charge": [-0.1193, -0.4981, -0.3585, -0.5518, -0.4669, 0.9727, -0.6435, 0.2054, -0.5444, -0.6835, 0.4089, 0.4247, 0.4195, 0.3835, 0.3852, 0.2456, 0.1706, 0.2848, 0.2538, 0.2499, -1.0424, 0.4068, -1.0351, -1.0230, -1.3597, 0.2850, 0.2904, 0.3190, 0.3099, 0.2970, 0.2948, 0.2947, 0.2842, 0.3009, 0.4489, 0.3899]}



No. 2
{"formula": "C24H29OSi", "method": "ωB97M-V/def2-TZVPD", "homo_lumo_gap_ev": 5.1, "homo_energy_ev": -10.3, "charge": 1, "symbols": ["C", "O", "C", "C", "C", "C", "C", "C", "C", "C", "C", "C", "C", "C", "C", "C", "H", "H", "H", "H", "H", "H", "H", "H", "H", "H", "H", "H", "H", "H", "H", "C", "Si", "C", "C", "C", "C", "C", "C", "C", "C", "H", "H", "H", "H", "H", "H", "H", "H", "H", "H", "H", "H", "H", "H"], "xyz": [[0.24340, 7.14408, -0.85022], [-0.20721, 6.29714, 0.22513], [0.36055, 5.07296, 0.34818], [-0.31187, 4.21620, 1.24585], [0.05905, 2.89377, 1.28861], [1.11164, 2.40778, 0.48491], [1.36401, 0.92442, 0.53695], [2.34819, 0.26847, -0.41075], [3.10941, -0.77790, 0.11951], [4.08497, -1.37458, -0.66856], [4.35631, -0.88713, -1.95130], [5.40326, -1.52406, -2.80241], [3.60130, 0.15051, -2.48351], [2.57817, 0.70634, -1.71693], [1.87970, 3.29122, -0.27622], [1.46727, 4.60965, -0.39919], [-0.37844, 8.02897, -0.74685], [1.30956, 7.40192, -0.73574], [0.07415, 6.66308, -1.83007], [-1.13700, 4.60216, 1.84046], [-0.44993, 2.20469, 1.98049], [1.71445, 0.64676, 1.55777], [2.91773, -1.12878, 1.13796], [4.63198, -2.24591, -0.31283], [5.70635, -0.84915, -3.62058], [6.27741, -1.76688, -2.18775], [5.05012, -2.46159, -3.26185], [3.80541, 0.51100, -3.49639], [1.95301, 1.50587, -2.11536], [2.78361, 2.96328, -0.79894], [1.97733, 5.25276, -1.11135], [-2.50582, -0.60736, 2.49659], [-1.47243, -1.66720, 1.37465], [-0.43423, -3.00852, 2.11284], [-2.10330, -1.94846, -0.34768], [-3.25359, -2.93953, -0.12125], [-4.54311, -2.45498, 0.14735], [-5.59198, -3.35683, 0.38288], [-5.33881, -4.74028, 0.32440], [-4.03698, -5.22667, 0.10163], [-2.99327, -4.31865, -0.13245], [0.34611, 0.59356, 0.48159], [-3.46763, -1.07750, 2.72941], [-1.94880, -0.44475, 3.43639], [-2.66326, 0.38738, 2.04142], [-1.01234, -3.92327, 2.27740], [0.42922, -3.20293, 1.44899], [-0.03033, -2.65499, 3.07822], [-2.48139, -1.01809, -0.79748], [-1.32638, -2.39490, -0.98721], [-4.69759, -1.36556, 0.16728], [-6.60200, -2.97201, 0.58679], [-6.16442, -5.44617, 0.45122], [-3.82861, -6.30667, 0.08460], [-1.96295, -4.65267, -0.32655]], "atomic_forces_ev_per_a": [[-0.0063, -0.3819, 0.3842], [0.4989, 0.3033, -0.4754], [-0.0416, -0.4555, -0.4167], [0.3535, 0.2381, -0.3516], [0.4033, -0.2292, -0.2393], [0.6259, 0.4278, 0.2487], [1.0233, 0.1634, 0.9798], [-0.1981, 0.1885, 0.3488], [0.0638, -0.0858, -0.5389], [-0.1173, 0.0224, -0.1119], [-0.1884, -0.2376, -0.2014], [0.5417, -0.2157, -0.2988], [-0.4347, 0.1085, 0.3835], [-0.1803, -0.0096, 0.0047], [-0.4707, -0.3200, 0.3055], [-0.7178, 0.7476, 0.4108], [0.1564, 0.0658, -0.1934], [-0.3944, -0.0434, -0.0310], [0.0611, 0.1497, 0.3878], [0.2042, -0.0001, -0.1551], [0.1390, 0.2640, -0.3954], [-0.2833, 0.2327, -0.4506], [0.1456, 0.1249, -0.2914], [0.0306, 0.2532, 0.0501], [-0.0283, -0.3196, 0.3647], [-0.0308, 0.0122, -0.2793], [0.0549, 0.2851, 0.1750], [-0.1078, -0.1160, 0.3896], [0.2236, -0.2696, -0.0100], [-0.5255, 0.1015, 0.2049], [-0.0678, 0.0237, 0.3022], [1.0249, 0.6891, 0.0503], [-1.5009, -1.1278, 0.1065], [0.9236, 0.9078, 0.0613], [0.2733, 0.3164, -0.4812], [0.1923, 0.0877, 0.4233], [-0.0564, -0.2336, 0.2104], [0.3159, 0.0000, -0.2532], [0.2184, 0.1715, 0.0648], [0.0266, 0.3326, -0.2007], [-0.2031, -0.0305, 0.2408], [-0.9508, -1.2469, -0.3870], [0.1608, -0.0341, -0.1759], [-0.3242, -0.0972, -0.2620], [-0.1479, -0.4305, 0.1531], [-0.0262, 0.1505, -0.1342], [-0.4136, -0.1545, 0.2631], [-0.1864, -0.2757, -0.2947], [0.2344, -0.3062, 0.0442], [-0.2646, 0.2697, 0.1258], [-0.1101, -0.5816, -0.0129], [0.5520, -0.3081, -0.1527], [0.3340, 0.2711, 0.0492], [-0.2188, 0.6168, -0.0113], [-0.5858, -0.0149, 0.0728]], "mulliken_charge": [-0.8032, -0.4393, 0.7473, -0.6827, -0.6436, 0.0581, -0.3808, 0.8467, -0.7421, -0.8131, 0.9250, -1.3685, -0.8153, -0.6118, -0.4820, -0.6202, 0.2475, 0.3129, 0.3464, 0.4306, 0.4029, 0.4571, 0.3582, 0.3900, 0.3555, 0.3718, 0.2743, 0.3299, 0.6772, 0.6944, 0.3349, -1.0019, 0.4167, -0.9699, -0.9444, 0.4314, -0.2427, -0.6559, -0.3641, -0.6627, -0.2257, -0.2145, 0.4158, 0.3953, 0.3451, 0.3973, 0.3511, 0.3873, 0.4998, 0.5182, 0.4126, 0.3781, 0.3831, 0.3777, 0.4141]}